Entry 1:
{"formula": "C41H31ClGeN4O5S2V", "method": "the ωB97M-V functional and the def2-TZVPD basis", "e_homo_ev": [-4.9, -4.9], "total_energy_ha": -6453.8086, "de_lowest_ev": 1.0888, "total_charge": -1, "gap_ev": [6.78, 6.81], "species": ["V", "O", "C", "O", "C", "C", "Cl", "N", "N", "C", "C", "O", "O", "C", "C", "C", "C", "C", "C", "H", "H", "H", "H", "H", "H", "S", "C", "C", "C", "C", "N", "C", "C", "C", "S", "C", "N", "H", "H", "C", "C", "C", "O", "H", "H", "H", "H", "H", "H", "H", "C", "Ge", "C", "C", "C", "C", "C", "C", "C", "C", "C", "C", "C", "C", "C", "C", "C", "C", "C", "C", "H", "H", "H", "H", "H", "H", "H", "H", "H", "H", "H", "H", "H", "H", "H", "H"], "xyz": [[-0.206, -0.999, -1.166], [4.089, -4.102, 1.384], [4.680, -2.961, 1.121], [5.819, -2.727, 1.456], [3.893, -1.931, 0.385], [4.373, -0.672, 0.051], [5.873, 0.013, 0.435], [3.382, 0.003, -0.585], [2.289, -0.762, -0.676], [2.562, -1.925, -0.111], [1.455, -2.931, -0.007], [1.678, -4.042, 0.498], [0.349, -2.520, -0.427], [3.357, 1.331, -1.045], [2.192, 2.062, -0.852], [2.115, 3.359, -1.323], [3.184, 3.919, -2.002], [4.336, 3.179, -2.208], [4.431, 1.886, -1.727], [3.129, -4.157, 1.041], [1.359, 1.595, -0.345], [1.215, 3.930, -1.160], [3.122, 4.931, -2.371], [5.158, 3.595, -2.772], [5.325, 1.310, -1.895], [-2.446, -1.469, -1.463], [-2.503, -2.739, -2.666], [-3.732, -3.344, -2.882], [-3.878, -4.392, -3.789], [-5.136, -4.984, -3.991], [-6.179, -5.440, -4.150], [-2.743, -4.844, -4.499], [-1.516, -4.230, -4.289], [-1.364, -3.173, -3.386], [0.176, -2.435, -3.215], [-2.859, -5.918, -5.404], [-2.946, -6.794, -6.142], [-4.591, -3.001, -2.323], [-0.645, -4.566, -4.832], [1.374, 0.872, -3.854], [0.025, 1.103, -3.134], [-1.162, 0.789, -4.057], [-0.072, 0.291, -2.046], [1.212, 0.522, -4.871], [1.920, 0.092, -3.324], [1.981, 1.776, -3.871], [-0.047, 2.158, -2.802], [-1.031, -0.212, -4.467], [-1.208, 1.521, -4.858], [-2.078, 0.805, -3.468], [-0.746, -0.423, 0.508], [-1.139, 0.927, 1.859], [-1.371, 2.908, 1.593], [-2.550, 3.591, 1.856], [-2.607, 4.974, 1.795], [-1.486, 5.702, 1.438], [-0.299, 5.037, 1.179], [-0.244, 3.658, 1.277], [-2.509, -0.028, 2.976], [-2.078, -1.278, 3.416], [-2.930, -2.153, 4.060], [-4.239, -1.776, 4.308], [-4.670, -0.519, 3.928], [-3.816, 0.341, 3.256], [0.420, 0.878, 3.112], [0.244, 1.405, 4.385], [1.243, 1.327, 5.336], [2.448, 0.720, 5.023], [2.643, 0.195, 3.757], [1.632, 0.272, 2.812], [-0.995, -1.328, 1.073], [-3.441, 3.044, 2.120], [-3.528, 5.487, 2.039], [-1.532, 6.781, 1.376], [0.591, 5.598, 0.919], [0.699, 3.153, 1.122], [-1.051, -1.576, 3.242], [-2.574, -3.129, 4.357], [-4.915, -2.461, 4.799], [-5.684, -0.211, 4.146], [-4.190, 1.306, 2.946], [-0.702, 1.873, 4.630], [1.084, 1.731, 6.327], [3.229, 0.647, 5.768], [3.581, -0.286, 3.514], [1.772, -0.159, 1.828]]}



Entry 2:
{"formula": "C41H32Br4N2O4PS2Zr", "method": "the ωB97M-V functional and the def2-TZVPD basis", "e_homo_ev": -4.8, "total_energy_ha": -13473.2579, "de_lowest_ev": 0.1226, "total_charge": -1, "gap_ev": 7.11, "species": ["Zr", "C", "N", "C", "C", "N", "C", "C", "C", "C", "C", "C", "C", "S", "C", "C", "C", "C", "C", "C", "S", "H", "H", "H", "H", "H", "H", "H", "H", "H", "H", "H", "H", "H", "H", "H", "H", "H", "H", "Br", "C", "C", "Br", "C", "Br", "C", "O", "C", "O", "C", "Br", "O", "C", "O", "C", "C", "C", "C", "C", "C", "P", "C", "C", "C", "C", "C", "C", "C", "C", "C", "C", "C", "C", "H", "H", "H", "H", "H", "H", "H", "H", "H", "H", "H", "H", "H", "H"], "xyz": [[-0.292, -0.260, 0.392], [-2.173, 1.056, 2.851], [-1.149, 1.621, 1.931], [-0.036, 2.100, 2.784], [1.281, 2.209, 2.053], [1.794, 0.898, 1.584], [2.225, 0.058, 2.723], [2.970, 1.150, 0.750], [4.015, 1.933, 1.231], [5.139, 2.184, 0.465], [5.222, 1.638, -0.812], [4.198, 0.845, -1.289], [3.058, 0.574, -0.517], [1.864, -0.528, -1.130], [-1.714, 2.734, 1.164], [-2.631, 3.599, 1.756], [-3.171, 4.666, 1.060], [-2.789, 4.885, -0.256], [-1.877, 4.036, -0.851], [-1.322, 2.951, -0.161], [-0.150, 1.942, -0.995], [-2.368, 1.743, 3.681], [-1.794, 0.124, 3.259], [-3.090, 0.873, 2.299], [0.055, 1.410, 3.624], [-0.293, 3.082, 3.199], [1.999, 2.671, 2.742], [1.183, 2.852, 1.178], [2.979, 0.572, 3.330], [2.661, -0.861, 2.329], [1.378, -0.211, 3.345], [3.959, 2.357, 2.226], [5.938, 2.800, 0.858], [6.090, 1.826, -1.433], [4.259, 0.406, -2.276], [-2.952, 3.429, 2.773], [-3.894, 5.311, 1.540], [-3.208, 5.709, -0.820], [-1.577, 4.189, -1.880], [1.880, -6.680, 2.413], [1.127, -4.946, 2.433], [0.892, -4.294, 3.634], [1.304, -5.124, 5.281], [0.352, -2.999, 3.628], [0.011, -2.030, 5.213], [0.061, -2.372, 2.430], [-0.397, -1.138, 2.309], [0.261, -3.051, 1.201], [-0.054, -2.364, 0.131], [0.816, -4.325, 1.216], [1.080, -5.156, -0.458], [-4.304, 0.738, 0.525], [-3.482, 0.237, -0.220], [-2.370, -0.301, 0.183], [-3.807, 0.106, -1.694], [-5.092, 0.501, -2.069], [-5.539, 0.356, -3.367], [-4.696, -0.205, -4.319], [-3.419, -0.587, -3.957], [-2.943, -0.421, -2.652], [-1.226, -1.001, -2.330], [-0.355, -0.379, -3.806], [0.833, -1.007, -4.190], [1.591, -0.502, -5.234], [1.193, 0.655, -5.889], [0.035, 1.305, -5.491], [-0.734, 0.791, -4.457], [-1.534, -2.784, -2.626], [-2.225, -3.430, -1.595], [-2.568, -4.765, -1.704], [-2.205, -5.487, -2.834], [-1.523, -4.857, -3.859], [-1.199, -3.507, -3.765], [-5.726, 0.916, -1.298], [-6.541, 0.665, -3.635], [-5.032, -0.347, -5.339], [-2.767, -1.025, -4.704], [1.179, -1.879, -3.654], [2.508, -1.003, -5.519], [1.790, 1.056, -6.698], [-0.270, 2.222, -5.979], [-1.626, 1.317, -4.142], [-2.485, -2.877, -0.700], [-3.096, -5.252, -0.893], [-2.451, -6.538, -2.909], [-1.244, -5.409, -4.748], [-0.694, -3.026, -4.590]]}



Entry 3:
{"formula": "C41H32CaN8O3S2", "method": "the ωB97M-V functional and the def2-TZVPD basis", "e_homo_ev": -1.0, "total_energy_ha": -3719.5358, "de_lowest_ev": 1.6764, "total_charge": -2, "gap_ev": 4.83, "species": ["Ca", "C", "N", "C", "C", "C", "C", "C", "C", "N", "C", "C", "C", "C", "C", "C", "N", "C", "C", "C", "C", "C", "N", "H", "H", "H", "H", "H", "H", "H", "H", "H", "H", "H", "H", "H", "H", "H", "H", "H", "H", "C", "O", "C", "C", "C", "C", "C", "C", "N", "N", "C", "O", "C", "C", "C", "C", "C", "C", "C", "O", "H", "H", "H", "H", "H", "H", "H", "H", "H", "H", "H", "H", "S", "C", "C", "C", "C", "N", "C", "C", "C", "S", "C", "N", "H", "H"], "xyz": [[-0.315, 0.067, -0.049], [1.565, 0.894, -3.037], [0.918, 1.536, -1.870], [1.859, 2.326, -1.065], [2.793, 1.516, -0.187], [4.108, 1.915, 0.014], [4.890, 1.208, 0.914], [4.335, 0.125, 1.576], [3.016, -0.212, 1.304], [2.261, 0.466, 0.442], [-0.152, 2.409, -2.387], [-1.429, 1.679, -2.725], [-2.307, 2.212, -3.659], [-3.521, 1.580, -3.854], [-3.796, 0.418, -3.151], [-2.845, -0.058, -2.264], [-1.689, 0.568, -2.035], [2.471, -0.333, -2.966], [2.984, -0.780, -4.189], [3.740, -1.932, -4.223], [3.982, -2.612, -3.037], [3.466, -2.075, -1.870], [2.738, -0.961, -1.837], [0.741, 0.586, -3.686], [2.144, 1.659, -3.574], [2.445, 3.007, -1.697], [1.257, 2.937, -0.382], [4.506, 2.771, -0.519], [5.916, 1.503, 1.098], [4.907, -0.448, 2.294], [2.536, -1.052, 1.799], [-0.416, 3.127, -1.610], [0.197, 2.977, -3.260], [-2.049, 3.115, -4.201], [-4.243, 1.986, -4.552], [-4.734, -0.106, -3.272], [-2.997, -0.991, -1.739], [2.770, -0.236, -5.103], [4.129, -2.304, -5.164], [4.558, -3.529, -3.018], [3.628, -2.559, -0.907], [0.333, 3.310, 3.052], [1.243, 2.489, 3.803], [0.902, 1.184, 4.031], [1.195, 0.693, 5.284], [0.971, -0.651, 5.615], [0.482, -1.493, 4.642], [0.207, -1.037, 3.344], [-0.106, -2.063, 2.345], [-0.127, -1.883, 1.081], [-0.308, -3.035, 0.301], [-0.343, -2.736, -0.979], [-0.227, -1.587, -1.524], [-0.528, -3.915, -1.898], [-1.158, -3.720, -3.125], [-1.308, -4.773, -4.020], [-0.806, -6.034, -3.706], [-0.164, -6.231, -2.489], [-0.032, -5.179, -1.588], [0.350, 0.350, 3.001], [0.056, 0.813, 1.839], [0.411, 4.317, 3.469], [-0.693, 2.966, 3.135], [0.590, 3.330, 1.998], [1.611, 1.383, 6.010], [1.181, -1.012, 6.616], [0.330, -2.546, 4.861], [-0.255, -3.077, 2.718], [-1.516, -2.724, -3.364], [-1.811, -4.611, -4.967], [-0.912, -6.855, -4.407], [0.237, -7.208, -2.240], [0.454, -5.320, -0.629], [-3.197, -0.109, 0.874], [-3.424, 1.238, 1.950], [-4.169, 1.044, 3.132], [-4.453, 2.061, 4.034], [-5.240, 1.786, 5.214], [-5.874, 1.554, 6.148], [-3.970, 3.353, 3.773], [-3.223, 3.567, 2.620], [-2.933, 2.560, 1.680], [-2.033, 2.979, 0.248], [-4.252, 4.457, 4.660], [-4.473, 5.353, 5.349], [-4.539, 0.048, 3.332], [-2.850, 4.563, 2.423]]}



Entry 4:
{"formula": "C41H32N11O4Sc", "method": "the ωB97M-V functional and the def2-TZVPD basis", "e_homo_ev": -12.8, "total_energy_ha": -3245.3546, "de_lowest_ev": 0.0566, "total_charge": 2, "gap_ev": 6.99, "species": ["Sc", "O", "C", "C", "C", "C", "C", "C", "C", "O", "N", "N", "C", "C", "C", "C", "C", "C", "N", "H", "H", "H", "H", "H", "H", "H", "H", "H", "H", "C", "N", "C", "C", "N", "C", "C", "C", "C", "C", "C", "N", "C", "N", "C", "C", "C", "C", "C", "C", "N", "H", "H", "H", "H", "H", "H", "H", "H", "H", "H", "H", "H", "H", "H", "H", "O", "N", "O", "C", "C", "C", "C", "C", "C", "N", "C", "C", "N", "C", "C", "C", "C", "H", "H", "H", "H", "H", "H", "H"], "xyz": [[-0.352, 0.120, 0.404], [-2.081, -2.585, 3.515], [-3.093, -1.771, 3.891], [-4.070, -2.345, 4.703], [-5.157, -1.602, 5.105], [-5.303, -0.270, 4.709], [-4.338, 0.305, 3.919], [-3.213, -0.425, 3.496], [-2.203, 0.225, 2.653], [-1.207, -0.516, 2.195], [-2.365, 1.468, 2.289], [-1.291, 1.822, 1.488], [-1.079, 3.061, 1.306], [0.206, 3.432, 0.690], [0.535, 4.760, 0.493], [1.826, 5.073, 0.092], [2.734, 4.045, -0.067], [2.305, 2.737, 0.135], [1.062, 2.414, 0.483], [-1.513, -2.076, 2.909], [-3.947, -3.377, 5.000], [-5.907, -2.061, 5.736], [-6.161, 0.304, 5.030], [-4.419, 1.342, 3.622], [-1.753, 3.811, 1.713], [-0.202, 5.530, 0.674], [2.118, 6.103, -0.065], [3.762, 4.235, -0.338], [3.006, 1.927, 0.009], [-3.098, -1.930, -0.064], [-2.900, -0.483, 0.011], [-3.586, 0.294, -1.019], [-2.651, 1.244, -1.681], [-1.360, 1.333, -1.448], [-0.916, 2.377, -2.299], [0.350, 2.920, -2.526], [0.465, 3.938, -3.450], [-0.648, 4.429, -4.151], [-1.905, 3.901, -3.949], [-2.000, 2.875, -3.017], [-3.089, 2.126, -2.596], [-1.859, -2.620, -0.509], [-0.639, -2.149, -0.363], [0.201, -3.202, -0.803], [1.588, -3.361, -0.807], [2.113, -4.540, -1.296], [1.292, -5.572, -1.772], [-0.080, -5.454, -1.744], [-0.588, -4.262, -1.243], [-1.897, -3.852, -1.042], [-3.925, -2.195, -0.729], [-3.366, -2.306, 0.929], [-3.260, -0.175, 0.905], [-4.417, 0.859, -0.588], [-4.020, -0.360, -1.781], [1.222, 2.568, -2.001], [1.439, 4.370, -3.639], [-0.516, 5.230, -4.865], [-2.767, 4.268, -4.488], [-4.044, 2.229, -2.901], [2.250, -2.616, -0.409], [3.185, -4.679, -1.299], [1.741, -6.481, -2.147], [-0.725, -6.254, -2.080], [-2.731, -4.390, -1.213], [7.231, -1.147, -1.167], [6.310, -0.479, -1.564], [6.336, 0.288, -2.505], [5.045, -0.542, -0.794], [5.156, -0.767, 0.525], [3.979, -0.779, 1.348], [4.017, -1.072, 2.725], [2.849, -1.093, 3.436], [1.648, -0.799, 2.776], [1.593, -0.511, 1.485], [2.744, -0.507, 0.770], [2.644, -0.295, -0.654], [1.393, -0.131, -1.151], [1.234, -0.122, -2.460], [2.308, -0.214, -3.352], [3.581, -0.301, -2.862], [3.780, -0.349, -1.464], [6.130, -0.941, 0.962], [4.965, -1.288, 3.201], [2.830, -1.326, 4.491], [0.709, -0.779, 3.310], [0.219, -0.048, -2.824], [2.117, -0.209, -4.415], [4.424, -0.356, -3.533]]}



Entry 5:
{"formula": "C41H33BrCl5HoN11O7S", "method": "the ωB97M-V functional and the def2-TZVPD basis", "e_homo_ev": [-5.6, -5.6], "total_energy_ha": -8932.4633, "total_charge": -1, "multiplicity": 5, "gap_ev": [7.22, 7.22], "species": ["Ho", "O", "C", "C", "C", "C", "C", "C", "C", "O", "N", "N", "C", "C", "Br", "C", "C", "C", "C", "C", "C", "C", "H", "H", "H", "H", "H", "H", "H", "H", "H", "H", "H", "H", "H", "H", "Cl", "C", "C", "C", "Cl", "C", "Cl", "C", "Cl", "C", "Cl", "O", "N", "N", "O", "C", "C", "C", "C", "C", "C", "H", "H", "H", "H", "H", "C", "S", "O", "O", "O", "H", "H", "H", "N", "C", "N", "N", "C", "N", "H", "H", "H", "H", "N", "C", "C", "C", "C", "C", "C", "C", "N", "C", "C", "N", "C", "H", "H", "H", "H", "H", "H", "H"], "xyz": [[-0.079, -1.046, -0.359], [-1.425, 4.224, -3.350], [-1.553, 3.085, -4.123], [-1.649, 3.295, -5.485], [-1.875, 2.218, -6.342], [-1.887, 0.939, -5.797], [-1.816, 0.719, -4.423], [-1.576, 1.792, -3.549], [-1.368, 1.538, -2.055], [-0.823, 0.315, -1.807], [-2.539, 1.842, -1.248], [-2.328, 1.489, 0.024], [-3.300, 1.465, 0.885], [-3.097, 1.377, 2.339], [-2.034, -0.067, 3.054], [-3.739, 2.145, 3.254], [-4.280, 3.490, 2.985], [-5.252, 3.970, 3.880], [-5.798, 5.265, 3.712], [-5.432, 6.035, 2.626], [-4.470, 5.547, 1.704], [-3.863, 4.333, 1.921], [-1.457, 3.999, -2.394], [-1.498, 4.326, -5.824], [-1.966, 2.374, -7.408], [-2.033, 0.106, -6.471], [-1.882, -0.287, -3.997], [-0.701, 2.311, -1.687], [-3.487, 1.691, -1.632], [-4.389, 1.666, 0.690], [-3.803, 1.766, 4.299], [-5.576, 3.340, 4.732], [-6.485, 5.651, 4.459], [-5.902, 6.974, 2.427], [-4.220, 6.138, 0.873], [-2.963, 4.025, 1.345], [0.184, 3.281, 0.338], [0.590, 2.220, 1.671], [0.721, 0.855, 1.558], [1.399, 0.134, 2.514], [1.653, -1.591, 2.272], [1.881, 0.727, 3.700], [2.783, -0.133, 4.894], [1.573, 2.120, 3.947], [2.017, 2.906, 5.442], [0.888, 2.865, 2.940], [0.505, 4.537, 3.148], [-2.313, -1.608, -0.105], [-2.897, -2.550, 0.522], [-1.938, -3.213, 1.274], [-0.658, -2.942, 1.109], [-2.424, -4.172, 2.147], [-3.811, -4.510, 2.258], [-4.170, -5.433, 3.234], [-3.245, -6.026, 4.102], [-1.889, -5.650, 3.979], [-1.455, -4.780, 2.992], [-4.547, -3.992, 1.645], [-5.219, -5.699, 3.252], [-3.541, -6.816, 4.817], [-1.125, -6.085, 4.624], [-0.436, -4.351, 2.958], [3.483, -4.260, -0.171], [3.258, -2.611, -0.926], [3.495, -2.772, -2.350], [4.279, -1.819, -0.250], [1.829, -2.163, -0.648], [4.470, -4.654, -0.412], [2.699, -4.890, -0.560], [3.289, -4.141, 0.900], [-0.097, -5.943, -0.493], [-0.560, -6.127, -1.767], [-0.728, -7.363, -2.219], [-0.780, -5.113, -2.597], [-0.624, -3.887, -2.231], [-0.540, -2.755, -1.972], [0.047, -6.715, 0.151], [-0.123, -5.023, -0.079], [-0.610, -8.196, -1.632], [-1.081, -7.509, -3.172], [10.060, 4.414, -0.631], [9.069, 3.791, -0.720], [7.846, 3.080, -0.877], [7.608, 2.432, -2.109], [6.406, 1.800, -2.344], [5.464, 1.724, -1.314], [5.695, 2.301, -0.048], [6.902, 2.957, 0.174], [4.197, 1.134, -1.581], [3.640, 0.920, -2.832], [2.345, 0.464, -2.655], [2.115, 0.385, -1.307], [3.214, 0.782, -0.700], [8.381, 2.461, -2.901], [6.187, 1.322, -3.308], [4.961, 2.228, 0.741], [7.136, 3.419, 1.146], [4.071, 1.155, -3.780], [1.605, 0.231, -3.374], [3.410, 0.797, 0.359]]}